[1]
Density functional theory data (the ωB97M-V functional and the def2-TZVPD basis) for 2 unconnected molecules or ions with the total composition C4H11NO.

Structure (XYZ):
```
17
Properties=species:S:1:pos:R:3:forces:R:3
O -0.5024 1.8400 -3.2833 -0.201 -0.154 0.144
N 0.2526 -1.4790 -0.8120 0.010 0.691 -0.525
C -0.9910 -0.9846 1.7202 -0.651 -0.449 0.370
C 0.1629 -0.2361 1.2126 0.537 0.261 -0.118
C 0.7945 -0.6066 0.0064 -0.390 0.396 0.824
C 0.6547 0.9534 1.9588 0.653 -0.177 -0.746
H -0.6410 2.1153 -2.3720 -0.008 0.169 -0.070
H 0.6536 -1.5346 -1.7428 -0.218 -0.405 0.057
H 0.1944 1.8304 1.4898 -0.198 0.149 0.287
H 1.7264 -0.1346 -0.2608 0.211 -0.108 -0.185
H -1.1117 -0.8181 2.7794 0.067 0.105 0.371
H -1.3183 2.0965 -3.7340 0.201 -0.038 -0.015
H -1.9660 -0.6917 1.3087 0.183 0.153 -0.318
H 0.4149 0.8950 3.0087 -0.154 0.156 0.215
H -0.7382 -1.6658 -0.6964 0.196 -0.470 -0.157
H -0.8996 -2.0621 1.5908 0.069 -0.091 -0.204
H 1.7365 1.1179 1.8273 -0.307 -0.189 0.070
```
Positions in Å, forces in eV/Å.

Summary:
E_tot: -7856.2399 eV
Total charge: +1
Multiplicity: 2
⟨S²⟩: 0.7570
E_HOMO (spin up / spin down): -14.06 / -14.68 eV
Gap between HOMO and LUMO (spin up / spin down): 10.49 / 7.97 eV

Results of the Mulliken charge analysis, in e, for atoms 1 through 6: -0.636, -0.283, -1.545, 0.941, -0.163, -1.250

***

[2]
Density functional theory data (the ωB97M-V functional and the def2-TZVPD basis) for a molecular structure, C29H17BF5N8OS4SeTl.

Structure (XYZ):
```
67
Properties=species:S:1:pos:R:3:forces:R:3
Tl -3.1693 1.7762 0.7277 1.139 1.182 -1.200
Se -0.5896 3.3880 -0.0354 -0.919 -1.275 0.043
S -7.4185 3.3002 -1.1243 -0.234 1.625 0.330
S -4.5292 3.7021 -0.9387 -0.499 -1.716 0.707
S -7.2862 0.7075 -2.3107 -1.549 -1.328 -0.984
S -4.4348 0.2230 -1.5342 -1.207 1.473 0.432
F -0.6407 3.8339 3.0215 -0.914 1.139 0.197
F -0.9720 8.6362 2.9765 -0.069 -1.323 -0.061
F -0.0022 8.5435 0.4102 -0.336 -0.366 0.778
F -1.2673 6.3198 4.3461 -0.149 -0.593 0.009
F 0.1556 6.2099 -0.9151 -0.857 0.137 1.121
O -9.5036 2.2713 -2.2731 1.209 -0.597 -0.039
N 4.6342 -1.8422 -1.3854 -0.650 -1.143 -1.170
N 0.1088 -1.7649 -2.2707 1.956 0.082 -0.601
N 3.3916 -2.9168 -3.9161 1.685 -1.849 -2.509
N 3.3012 -1.6160 -1.6708 1.773 1.356 1.772
N 1.2139 -1.8176 -3.1750 -1.315 0.979 0.804
N 2.7706 -3.2301 -5.1138 0.952 -1.446 -0.669
N 2.8011 -4.2969 -0.7700 -1.169 -2.015 -1.761
N 2.0831 -3.8889 -1.9031 -0.627 -0.731 0.911
C -1.8807 -1.8239 6.4553 0.298 1.105 0.977
C -2.2623 0.7022 3.7594 -1.862 0.753 -3.751
C -8.3298 2.1315 -2.0142 -0.761 -0.156 0.107
C 3.6629 -3.9853 -5.8715 -1.092 2.255 1.957
C -5.8503 2.6380 -1.2582 0.918 -0.004 -0.146
C 3.8615 -0.4342 0.1854 0.211 -0.020 0.682
C 2.8559 -0.6998 -0.7257 -1.051 -0.903 -0.807
C -0.3632 6.2193 0.3417 0.007 -1.365 1.057
C -5.8324 1.2685 -1.6963 2.804 0.457 1.205
C -0.8471 5.0146 2.3689 0.147 -1.353 -0.130
C 4.9415 -1.2008 -0.2922 0.373 0.419 -0.776
C -1.0701 6.2080 3.0234 0.494 1.197 0.760
C 1.1555 -0.7417 -4.0303 -2.064 0.674 0.565
C 4.6824 -3.4620 -3.9845 -0.785 1.511 0.699
C 2.3722 -5.5713 -0.5128 -1.243 1.500 -0.789
C -0.8688 7.4210 2.3667 0.550 0.957 -0.581
C -0.3795 7.4239 1.0655 -0.286 -0.863 -1.571
C -1.7382 0.0265 4.8845 1.323 0.284 1.871
C -2.2029 -1.2331 5.2551 -1.452 -0.330 -1.301
C 0.0455 0.0808 -3.6221 1.090 -2.100 0.251
C 1.2541 -5.9279 -1.3642 2.076 3.271 -0.332
C -0.5540 -0.6558 -2.5200 1.195 0.359 -1.330
C -0.7060 4.9508 0.9921 1.081 2.715 -1.441
C -0.9502 -1.1767 7.2883 -0.018 -1.453 0.631
C 1.0869 -4.8354 -2.2359 2.221 0.559 1.261
C 4.8993 -4.0859 -5.2071 -1.257 0.485 1.088
C -2.8288 1.0866 2.7141 1.179 -0.859 2.475
C -0.8108 0.6432 5.7524 -0.364 0.284 -0.134
C -0.3608 0.0167 6.9122 -0.215 0.054 -0.069
B 2.5407 -2.5117 -2.6665 -1.180 -1.292 0.031
H 3.9505 0.0821 1.1646 -0.753 -0.024 -1.185
H -0.7185 -1.6998 8.2551 -0.060 0.863 -0.980
H 5.3266 -3.1434 -3.1678 0.045 -0.649 -0.195
H 3.4395 -4.3037 -6.8836 -0.319 0.118 0.275
H 1.8194 -0.3778 -0.8633 0.460 0.008 0.562
H -0.2756 1.0077 -4.0664 -0.061 -0.049 -0.086
H -1.4168 -0.4396 -1.8844 0.231 0.085 -0.451
H 0.3737 -4.6662 -3.0487 0.517 0.020 0.420
H 5.7837 -4.5738 -5.5434 0.434 -0.159 -0.067
H 2.7581 -6.1751 0.3228 -0.065 0.643 -0.489
H 0.3794 0.4879 7.5582 -0.248 0.004 -0.213
H -2.4666 -2.6072 6.9173 0.200 -0.473 -0.595
H 6.0016 -1.1783 -0.0336 -0.471 -0.121 0.379
H 1.7107 -0.7029 -5.0010 -0.133 0.031 1.495
H -2.9438 -1.6442 4.5483 0.360 -0.166 0.686
H 0.6635 -6.7691 -1.3593 -1.044 -1.811 0.115
H -0.5545 1.6789 5.5763 0.352 -0.055 -0.239
```
Positions in Å, forces in eV/Å.

Summary:
E_tot: -171957.3139 eV
Total charge: -1
Multiplicity: 2
⟨S²⟩: 0.7987
E_HOMO (spin up / spin down): -5.41 / -5.41 eV
Gap between HOMO and LUMO (spin up / spin down): 4.36 / 3.48 eV

Results of the Mulliken charge analysis, in e, for atoms 1 through 6: 0.618, -0.102, -0.120, -0.118, -0.124, -0.230

***

[3]
Density functional theory data (the ωB97M-V functional and the def2-TZVPD basis) for 2 unconnected molecules or ions with the total composition C5H12O3.

Structure (XYZ):
```
20
Properties=species:S:1:pos:R:3:forces:R:3
O 2.1254 -0.4889 1.4880 3.663 -1.256 -2.148
O 2.8113 2.6900 -1.3726 0.595 0.629 -0.673
O -5.0844 -3.9849 -0.0967 0.320 0.027 -0.088
C 2.0632 2.5902 -0.4701 -3.515 -2.594 3.348
C 1.4283 -0.9019 0.3591 1.698 -0.909 -2.865
C 0.0485 -0.2127 0.1845 1.262 -0.859 3.864
C -0.0903 0.9923 -0.7628 2.306 -1.398 0.092
C 0.4812 2.4598 -0.4442 -1.269 -1.090 2.615
H -5.4785 -4.6164 0.4955 -0.749 -0.267 0.398
H -0.0767 0.0720 1.3059 -0.912 -0.118 -1.704
H -0.1305 3.0049 -1.0794 -0.377 1.583 -1.822
H -1.1354 1.0121 -0.9605 -0.774 0.662 -0.482
H 1.5939 -2.0189 0.4124 -1.660 0.687 -0.294
H 2.2280 2.2032 0.6321 1.483 0.994 -1.485
H 1.5420 -0.0498 1.9932 -2.878 2.487 3.048
H -0.5778 -1.1003 0.0258 -0.731 0.906 -0.487
H 1.9981 -0.7062 -0.6225 -0.187 0.292 1.371
H -0.0197 2.8067 0.6230 1.871 -0.971 -2.189
H 0.4539 0.5527 -1.6289 -0.578 0.956 -0.189
H -4.1806 -4.3039 -0.0818 0.432 0.240 -0.309
```
Positions in Å, forces in eV/Å.

Summary:
E_tot: -11518.9267 eV
SMILES string: O=CCCCCO.O
E_HOMO: -9.79 eV
Gap between HOMO and LUMO: 10.42 eV

Results of the Mulliken charge analysis, in e, for atoms 1 through 6: -0.475, -0.427, -0.630, 0.156, -0.334, -0.610

***

Calculated max |F| (hartree/bohr), listed in the same order as above: 0.020 0.083 0.107